(1)
Entry from the OMol25 dataset: C35H55ClIrOP4Si as an isolated structure (the ωB97M-V functional and the def2-TZVPD basis).

Geometry as XYZ:
```
98
Properties=species:S:1:pos:R:3:mulliken_charge:R:1
P 1.251 1.050 -2.691 1.4407
C 2.974 1.476 -2.885 0.4426
C 3.755 0.867 -3.885 0.0443
H 3.337 0.067 -4.494 0.4061
C 5.065 1.304 -4.093 -0.7382
H 5.665 0.839 -4.871 0.4479
C 5.597 2.335 -3.307 -0.5107
H 6.617 2.674 -3.478 0.4099
C 4.820 2.925 -2.304 -0.6974
H 5.233 3.727 -1.689 0.4156
C 3.514 2.499 -2.085 -0.7746
H 2.897 2.949 -1.302 0.3773
C 0.947 -0.551 -3.440 0.1070
C 1.712 -1.656 -3.019 -0.1235
H 2.556 -1.509 -2.337 0.6986
C 1.396 -2.935 -3.474 -0.9607
H 1.957 -3.792 -3.101 0.4628
C 0.379 -3.110 -4.419 -0.7619
H 0.148 -4.108 -4.792 0.4462
C -0.330 -2.003 -4.897 -0.8686
H -1.100 -2.131 -5.657 0.4624
C -0.059 -0.726 -4.407 -0.6072
H -0.604 0.139 -4.796 0.3943
C 0.216 2.332 -3.408 0.4086
C 0.603 2.902 -4.638 -0.5596
H 1.502 2.544 -5.140 0.4788
C -0.162 3.922 -5.204 -0.6740
H 0.138 4.349 -6.157 0.4230
C -1.305 4.397 -4.546 -0.6332
H -1.895 5.195 -4.987 0.4163
C -1.680 3.842 -3.316 -0.7478
H -2.564 4.209 -2.790 0.4309
C -0.926 2.818 -2.749 0.7857
H -1.206 2.402 -1.777 -0.6001
Ir -0.006 0.041 1.635 1.4110
C -1.627 -1.206 1.326 -2.3094
C -1.957 -1.542 0.058 1.1892
H -2.213 -1.608 2.176 0.0918
C -1.152 -0.862 -1.020 1.7388
O -2.051 -0.051 -1.815 -0.7603
H -1.563 0.415 -2.524 0.2294
C -0.126 -0.038 -0.358 -0.0253
H -0.631 -1.607 -1.666 -0.6107
C 0.824 0.816 -0.599 -0.7606
Cl 1.886 1.496 2.351 -0.3234
P -1.435 1.818 2.498 0.5199
P 1.436 -1.749 2.071 0.6650
C -0.938 2.937 3.851 -1.1167
H 0.140 3.131 3.795 0.3323
H -1.183 2.529 4.840 0.2991
H -1.485 3.881 3.711 0.5623
C -1.425 2.930 1.056 -1.4509
H -2.048 2.507 0.257 0.1595
H -0.404 3.070 0.682 0.2542
H -1.836 3.903 1.353 0.7510
C -3.211 1.484 2.706 -1.2040
H -3.415 0.865 3.586 0.2828
H -3.592 0.974 1.812 0.1688
H -3.729 2.447 2.818 0.5027
C 2.358 -1.899 3.639 -1.2444
H 1.723 -2.298 4.441 0.4038
H 2.761 -0.924 3.940 0.2965
H 3.193 -2.594 3.469 0.6173
C 0.719 -3.402 1.790 -1.1841
H 0.322 -3.461 0.769 0.1788
H -0.096 -3.592 2.499 0.2758
H 1.498 -4.167 1.917 0.5453
C 2.758 -1.652 0.825 -1.1641
H 3.188 -0.643 0.821 0.3995
H 2.351 -1.874 -0.170 -0.0518
H 3.538 -2.384 1.070 0.6755
P -3.330 -2.593 -0.456 1.4545
C -3.885 -3.546 0.946 -1.2290
C -2.671 -3.638 -1.757 -1.1651
H -4.239 -2.876 1.742 0.3854
H -3.066 -4.171 1.330 0.3924
H -4.712 -4.193 0.618 0.4370
H -2.284 -3.025 -2.582 0.2127
H -3.469 -4.294 -2.131 0.5121
H -1.853 -4.253 -1.354 0.3933
C -4.614 -1.519 -1.087 -1.3004
H -4.990 -0.887 -0.271 0.4227
H -5.433 -2.127 -1.495 0.4844
H -4.176 -0.876 -1.861 0.3386
H 1.455 1.379 0.070 -0.0099
C -1.811 -1.118 4.854 -1.1066
Si -0.408 -0.168 3.908 -0.2247
C 1.396 1.283 6.056 -0.2394
C 1.770 -0.068 6.656 -0.8776
H -2.816 -0.738 4.627 0.3602
H -1.628 -0.995 5.935 0.4134
H -1.767 -2.193 4.619 0.3356
H 0.331 1.508 6.193 0.0656
H 1.962 2.094 6.528 0.4898
H 1.616 1.331 4.978 0.0864
H 1.663 -0.041 7.748 0.3917
H 1.134 -0.880 6.288 0.0868
H 2.808 -0.327 6.425 0.3043
```

Calculated values
HOMO (alpha / beta) = -8.8134 / -13.5798 eV
Charge = +2
Multiplicity = 6
Energy above the lowest of the compared OMol25 structures with the same formula, charge and spin = 0.0 kcal/mol
LUMO (alpha / beta) = -0.169 / -0.285 Eh
Orbital gap (alpha / beta) = 4.21 / 5.82 eV
E_tot = -3660.618985 Ha

---

(2)
Entry from the OMol25 dataset: a 11-piece molecular cluster, C41H120F3N10O13S overall (the ωB97M-V functional and the def2-TZVPD basis).

Geometry as XYZ:
```
188
Properties=species:S:1:pos:R:3:mulliken_charge:R:1
C 4.186 -0.714 -1.237 -0.7150
C 5.622 -1.241 -1.057 0.1631
C 6.087 -2.166 -2.242 -0.7911
O 7.344 -2.682 -2.038 -0.3709
C 7.620 -3.832 -2.847 -0.8009
N 6.580 -0.071 -1.021 -0.2150
H 6.519 0.466 -1.874 0.3606
H 6.448 0.680 -0.359 0.2779
H 7.538 -0.386 -0.973 0.3833
H 3.837 -0.095 -0.411 -0.0071
H 3.576 -1.613 -1.149 0.1102
H 4.002 -0.333 -2.241 0.3282
H 5.789 -1.718 -0.092 0.3934
H 6.092 -1.642 -3.197 0.4499
H 5.334 -2.943 -2.110 0.3766
H 8.523 -4.298 -2.453 0.3280
H 7.591 -3.839 -3.936 0.3323
H 6.857 -4.555 -2.559 0.3316
C -0.588 -0.979 -3.499 -0.9745
C -0.032 0.262 -4.143 2.0895
C 1.423 0.105 -4.754 -0.8368
O 1.697 1.404 -5.109 -0.3225
C 2.923 1.591 -5.781 -0.9706
N -1.063 0.746 -5.155 0.0130
H -1.294 0.047 -5.847 0.3837
H -1.981 0.859 -4.750 0.2560
H -0.779 1.614 -5.586 0.3846
H -0.568 -1.876 -4.118 0.4155
H -1.614 -0.850 -3.153 -0.0865
H -0.199 -1.128 -2.492 -0.0818
H -0.019 1.050 -3.390 -1.1133
H 1.376 -0.566 -5.611 0.5764
H 2.177 -0.329 -4.097 0.2021
H 3.004 2.669 -5.925 0.3589
H 2.918 1.178 -6.789 0.3389
H 3.788 1.134 -5.300 0.3545
C 5.269 0.095 4.315 -1.4228
C 3.766 0.084 4.024 0.4898
C 2.849 0.073 5.202 -1.1150
O 1.522 0.121 4.755 0.3217
C 0.598 0.256 5.784 -0.8197
N 3.410 1.132 2.992 0.4403
H 3.701 2.075 3.206 0.3697
H 3.896 0.986 2.119 0.2614
H 2.421 1.125 2.784 -0.4616
H 5.427 -0.494 5.218 0.4229
H 5.615 1.086 4.605 0.4021
H 5.931 -0.180 3.493 0.3690
H 3.455 -0.813 3.488 0.2149
H 3.099 0.951 5.797 0.4062
H 2.919 -0.795 5.856 0.4814
H -0.390 0.384 5.341 -0.1542
H 0.805 1.188 6.310 0.3488
H 0.473 -0.493 6.566 0.4429
C -2.347 5.196 1.783 -1.4019
C -3.747 4.661 1.858 0.5811
C -3.684 3.200 2.551 -0.2167
O -2.873 3.127 3.785 -0.4217
C -2.583 1.747 4.121 -0.5691
N -4.658 5.455 2.806 -0.1178
H -5.536 4.960 2.865 0.3634
H -4.317 5.505 3.755 0.3448
H -4.785 6.396 2.460 0.3715
H -1.614 4.480 1.414 0.0606
H -1.907 5.351 2.769 0.4304
H -2.237 6.171 1.309 0.4429
H -4.285 4.700 0.910 -0.1347
H -3.392 2.450 1.816 -0.1131
H -4.674 3.005 2.965 0.6715
H -3.459 1.203 4.474 0.4956
H -1.885 1.728 4.958 0.2978
H -2.148 1.056 3.398 -0.0488
C -0.957 -7.426 -4.132 -1.3391
C -1.015 -5.906 -3.890 0.4415
C 0.151 -5.500 -2.956 -1.1048
O -0.101 -4.293 -2.289 0.0111
C 0.897 -3.916 -1.448 -0.5000
N -0.794 -5.102 -5.230 -0.0414
H -0.571 -4.126 -5.094 0.0273
H -0.077 -5.631 -5.706 0.4483
H -1.556 -5.098 -5.892 0.4022
H -1.751 -7.633 -4.849 0.4534
H -1.301 -7.939 -3.235 0.4285
H -0.010 -7.694 -4.600 0.3972
H -1.882 -5.556 -3.330 -0.1343
H 1.131 -5.500 -3.434 0.5347
H 0.312 -6.308 -2.242 0.5258
H 1.825 -3.617 -1.935 0.4324
H 1.127 -4.735 -0.766 0.5206
H 0.391 -3.108 -0.920 -0.4136
C 2.884 6.579 1.881 -1.1344
C 3.080 6.678 3.453 -0.2248
C 2.037 5.893 4.264 -0.7594
O 2.209 4.598 3.734 -0.1335
C 1.091 3.853 4.261 -0.1156
N 4.515 6.193 3.733 -0.1331
H 5.203 6.709 3.203 0.3723
H 4.609 6.377 4.722 0.3989
H 4.565 5.201 3.547 0.1847
H 1.918 6.858 1.459 0.4413
H 3.060 5.542 1.593 0.1305
H 3.618 7.276 1.478 0.4495
H 2.969 7.708 3.789 0.4874
H 1.018 6.262 4.147 0.4453
H 2.255 5.872 5.332 0.4518
H 1.043 2.797 3.993 -0.3813
H 0.116 4.230 3.955 0.1139
H 1.202 3.763 5.341 0.4335
C 2.353 3.711 -0.530 -1.3348
C 1.576 3.289 -1.857 0.2908
C 0.151 3.988 -2.086 0.0086
O -0.502 3.520 -3.347 -0.3147
C -1.744 4.115 -3.696 -0.7490
N 2.441 3.767 -3.098 0.0878
H 1.791 3.671 -3.865 0.2929
H 2.703 4.742 -3.085 0.4181
H 3.233 3.147 -3.194 0.3454
H 1.586 3.463 0.203 0.0668
H 2.662 4.754 -0.594 0.7471
H 3.183 3.017 -0.397 0.3596
H 1.400 2.224 -2.009 -0.3274
H 0.253 5.066 -1.959 0.7417
H -0.462 3.620 -1.263 -0.5332
H -1.707 5.142 -4.058 0.3865
H -2.543 3.999 -2.963 0.1174
H -2.121 3.542 -4.544 0.2835
C -7.924 2.339 -1.399 -1.5048
C -6.577 2.963 -0.930 0.0488
C -5.437 1.963 -0.829 -0.6870
O -4.258 2.678 -0.504 -0.0661
C -3.017 1.949 -0.801 -0.6549
N -6.176 3.892 -2.123 -0.1295
H -6.889 4.411 -2.616 0.4400
H -5.679 4.602 -1.606 0.2573
H -5.679 3.440 -2.877 0.2718
H -7.861 1.738 -2.306 0.3987
H -8.633 3.166 -1.430 0.4497
H -8.258 1.587 -0.685 0.4228
H -6.856 3.576 -0.073 0.2233
H -5.325 1.363 -1.732 0.3491
H -5.612 1.286 0.006 0.4301
H -2.163 2.523 -0.442 -0.4104
H -2.912 1.854 -1.882 0.6068
H -2.952 0.912 -0.471 0.2895
C -3.595 -2.944 -3.621 -1.0299
C -4.488 -3.343 -2.417 0.1351
C -4.113 -2.721 -1.078 0.0970
O -4.810 -3.291 0.032 -0.4660
C -4.506 -2.747 1.360 -0.5490
N -5.889 -2.841 -2.808 -0.2076
H -6.207 -1.884 -2.855 0.2221
H -6.187 -3.303 -3.656 0.4123
H -6.573 -3.238 -2.180 0.4205
H -3.941 -3.359 -4.568 0.6393
H -2.603 -3.382 -3.512 -0.1222
H -3.450 -1.864 -3.590 0.3150
H -4.354 -4.425 -2.421 0.3814
H -4.098 -1.632 -1.116 -0.1226
H -3.079 -3.027 -0.915 0.1767
H -4.540 -1.658 1.401 0.1323
H -3.552 -3.080 1.770 0.2070
H -5.304 -3.076 2.024 0.3986
C 0.300 -8.684 3.195 -1.4197
C 0.993 -7.360 3.243 0.1487
C 0.077 -6.218 3.533 -0.8631
O 0.740 -4.976 3.866 -0.3114
C 0.090 -3.898 4.494 -0.5055
N 2.035 -7.394 4.233 -0.1240
H 2.596 -8.174 3.921 0.3978
H 2.593 -6.555 4.301 0.2806
H 1.596 -7.654 5.104 0.3658
H -0.257 -8.811 4.123 0.4599
H 0.931 -9.548 2.983 0.4560
H -0.551 -8.620 2.516 0.3447
H 1.554 -7.175 2.327 0.2716
H -0.657 -6.578 4.254 0.4220
H -0.597 -6.046 2.694 0.4106
H -0.654 -3.409 3.866 0.0237
H 0.906 -3.184 4.610 0.1782
H -0.415 -4.158 5.424 0.4483
C -0.566 -0.941 1.406 -0.2558
F -0.496 -0.879 2.781 0.0791
F 0.048 -2.013 0.956 -0.1611
F -1.827 -0.981 0.988 -0.1266
S 0.385 0.638 0.589 -0.5112
O -0.082 0.830 -0.786 0.5758
O 0.142 1.793 1.414 -0.4105
O 1.799 0.363 0.669 0.0909
```

Calculated values
HOMO = -25.0754 eV
Charge = +9
Energy above the lowest of the compared OMol25 structures with the same formula, charge and spin = 347.3 kcal/mol
LUMO = -0.628 Eh
Orbital gap = 7.97 eV
E_tot = -3853.154658 Ha

---

Sequential strongest force on any atom output: 3.26; 3.68 eV/A